Entry 1:
{
  "formula": "C17H20IrNO6S2",
  "method": "wB97M-V/def2-TZVPD",
  "lumo_energy_ev": [-0.39, -0.32],
  "fmax_ha_per_bohr": 0.033,
  "e_above_lowest_ev": 1.727,
  "total_charge": 0,
  "homo_ev": [-8.3, -8.3],
  "homo_lumo_gap_ha": [0.2906, 0.2928],
  "species": ["Ir", "N", "C", "O", "C", "C", "H", "H", "H", "H", "H", "H", "O", "S", "O", "O", "O", "O", "S", "C", "C", "C", "C", "C", "C", "C", "C", "C", "C", "C", "C", "C", "C", "H", "H", "H", "H", "H", "H", "H", "H", "H", "H", "H", "H", "H", "H"],
  "positions_angstrom": [[-0.90, 1.29, -2.21], [-3.72, 0.67, 0.66], [-3.04, 0.70, -0.47], [-2.08, 1.51, -0.56], [-3.36, -0.22, -1.62], [-2.58, 0.24, -2.88], [-3.41, 1.25, 1.43], [-4.52, 0.07, 0.77], [-4.44, -0.24, -1.76], [-3.06, -1.22, -1.32], [-3.20, 0.91, -3.47], [-2.32, -0.59, -3.53], [-0.67, 2.10, -3.95], [0.71, 2.71, -3.47], [1.28, 3.56, -4.45], [1.46, 1.47, -3.09], [0.28, 3.31, -2.17], [0.26, 0.25, -0.45], [1.58, 0.87, -0.08], [1.74, 0.41, 1.68], [0.54, 0.93, 2.40], [0.38, 2.29, 2.67], [-0.76, 2.76, 3.30], [-1.75, 1.87, 3.70], [-1.60, 0.51, 3.44], [-0.47, 0.05, 2.78], [2.86, -0.20, -0.81], [2.59, -1.65, -0.62], [3.25, -2.40, 0.35], [2.96, -3.74, 0.53], [2.00, -4.35, -0.26], [1.33, -3.62, -1.23], [1.62, -2.27, -1.41], [2.68, 0.84, 2.04], [1.79, -0.68, 1.75], [1.15, 2.99, 2.36], [-0.87, 3.81, 3.50], [-2.62, 2.23, 4.22], [-2.36, -0.19, 3.77], [-0.36, -1.01, 2.56], [3.80, 0.12, -0.36], [2.85, 0.11, -1.85], [4.01, -1.92, 0.96], [3.49, -4.31, 1.28], [1.77, -5.40, -0.12], [0.58, -4.09, -1.85], [1.10, -1.69, -2.16]],
  "mulliken_charge": [1.501, -0.358, 0.862, -0.847, -0.730, -1.107, 0.195, 0.199, 0.438, 0.298, 0.429, 0.459, -0.555, 1.142, -0.628, -0.574, -0.691, -0.630, 0.554, -0.986, 0.183, -0.214, -0.651, -0.407, -0.872, -0.050, -1.055, 0.271, -0.338, -0.590, -0.442, -0.734, -0.021, 0.571, 0.352, 0.417, 0.402, 0.446, 0.387, 0.376, 0.584, 0.488, 0.380, 0.392, 0.394, 0.402, 0.361]
}



Entry 2:
{
  "formula": "C17H20MoN5O6S3Te",
  "method": "wB97M-V/def2-TZVPD",
  "lumo_energy_ev": [1.10, 1.10],
  "fmax_ha_per_bohr": 0.056,
  "e_above_lowest_ev": 2.104,
  "total_charge": -1,
  "homo_ev": [-2.7, -2.7],
  "homo_lumo_gap_ha": [0.1411, 0.1410],
  "species": ["Mo", "C", "C", "S", "C", "C", "S", "H", "H", "H", "H", "H", "H", "C", "O", "C", "O", "N", "N", "H", "H", "H", "H", "H", "H", "S", "C", "N", "C", "C", "C", "N", "H", "H", "H", "H", "Te", "O", "C", "O", "C", "C", "C", "C", "C", "C", "N", "O", "O", "H", "H", "H", "H"],
  "positions_angstrom": [[1.16, -1.53, -0.13], [2.89, -0.92, -4.23], [2.03, -1.47, -3.13], [2.88, -1.91, -1.67], [0.70, -1.63, -3.25], [-0.03, -1.39, -4.54], [-0.29, -2.14, -1.90], [3.88, -0.71, -3.84], [2.45, 0.01, -4.61], [2.99, -1.62, -5.06], [0.50, -1.85, -5.37], [-0.11, -0.32, -4.74], [-1.03, -1.81, -4.47], [3.72, 1.99, 3.44], [3.55, 1.34, 2.20], [2.62, 0.37, 2.07], [2.74, -0.41, 1.14], [1.69, 0.28, 3.06], [0.83, -0.82, 3.06], [4.71, 2.45, 3.39], [3.69, 1.28, 4.26], [2.98, 2.78, 3.59], [1.36, 1.15, 3.46], [-0.03, -0.66, 2.53], [0.61, -1.05, 4.03], [-2.24, -1.05, 1.52], [-2.99, -2.47, 1.13], [-2.24, -3.63, 1.13], [-2.80, -4.84, 0.91], [-4.14, -4.92, 0.69], [-4.85, -3.70, 0.66], [-4.30, -2.53, 0.86], [-1.21, -3.54, 1.18], [-2.12, -5.68, 0.93], [-4.64, -5.86, 0.54], [-5.92, -3.69, 0.45], [1.30, -3.71, 1.10], [1.14, 0.58, -1.32], [0.43, 0.98, -0.38], [0.19, 0.22, 0.60], [-0.13, 2.36, -0.38], [-0.06, 3.13, -1.55], [-0.60, 4.40, -1.56], [-1.18, 4.94, -0.43], [-1.22, 4.18, 0.75], [-0.71, 2.88, 0.76], [-1.74, 4.73, 1.93], [-1.58, 4.12, 3.00], [-2.33, 5.83, 1.86], [0.41, 2.70, -2.42], [-0.56, 4.99, -2.48], [-1.60, 5.93, -0.42], [-0.79, 2.29, 1.67]],
  "mulliken_charge": [-0.188, -1.569, 0.477, -0.226, 0.664, -1.456, -0.241, 0.446, 0.278, 0.328, 0.310, 0.254, 0.410, -0.829, -0.290, 0.676, -0.408, -0.027, -0.351, 0.263, 0.379, 0.284, 0.239, -0.086, 0.215, -0.323, 0.204, 0.296, 0.042, -0.745, 0.037, -0.545, -0.283, 0.408, 0.356, 0.403, -0.659, -0.680, 1.077, 0.007, 0.182, -0.544, -0.568, -0.478, -0.273, -0.299, 0.988, -0.590, -0.624, 0.495, 0.386, 0.484, 0.693]
}